Record 1
Entry from the Open Molecules 2025 dataset: C17H15N4O5PdSe as an isolated structure (the ωB97M-V functional and the def2-TZVPD basis).

**ΔE to the lowest compared entry with this formula, charge and spin**: 13.5 kcal per mole
**E_HOMO**: -10.70 eV
**Net charge**: +1

```
43
C17H15N4O5PdSe | the Open Molecules 2025 dataset | the ωB97M-V functional and the def2-TZVPD basis
Pd -0.29006 1.47967 0.54264
O -3.37527 0.78556 -2.80425
C -2.58338 -0.02173 -3.49247
C -3.07224 -0.50327 -4.71000
C -2.30076 -1.34135 -5.47457
C -1.01279 -1.73954 -5.07086
C -0.51168 -1.28247 -3.88868
C -1.28081 -0.41356 -3.06488
C -0.76645 0.08262 -1.83961
O -1.41955 0.81595 -1.06300
N 0.57990 -0.30782 -1.50996
N 0.94950 0.24540 -0.45285
C 2.24122 -0.06728 -0.01858
C 2.86879 0.56720 0.99172
C 4.22634 0.11721 1.28341
C 4.97856 0.71780 2.20863
C 4.45986 1.84931 2.95768
C 3.21648 2.31871 2.77212
C 2.32208 1.71063 1.81037
O 1.17825 2.18608 1.72596
H -2.93421 1.09836 -1.99487
H -4.05883 -0.19138 -5.02239
H -2.69491 -1.70270 -6.41588
H -0.42848 -2.39886 -5.69614
H 0.47392 -1.57237 -3.55973
H 2.73033 -0.85976 -0.57336
H 4.60578 -0.72085 0.71398
H 5.98359 0.37266 2.40714
H 5.10224 2.32260 3.68944
H 2.81966 3.15595 3.32848
Se -1.86433 3.08116 1.37286
C -1.81690 3.90380 -0.27380
N -1.78063 4.35808 -1.33420
N -2.54329 -1.97162 3.91857
C -1.24961 -2.34765 3.26900
C -0.88772 -1.13362 2.37185
O 0.13166 -1.20226 1.68612
O -1.71214 -0.18106 2.47560
H -3.32699 -2.54764 3.62774
H -2.60759 -0.95729 3.47286
H -2.50842 -1.95069 4.93272
H -1.35979 -3.25272 2.68011
H -0.48133 -2.50124 4.02106
```

Here are the natural (NBO) charges for atoms 1 to 6, given in e: 0.863, -0.608, 0.424, -0.286, -0.090, -0.260

=====

Record 2
Entry from the Open Molecules 2025 dataset: C31H29AsCl2N2O6ReS5 as an isolated structure (the ωB97M-V functional and the def2-TZVPD basis).

**ΔE to the lowest compared entry with this formula, charge and spin**: 0.0 kcal per mole
**E_HOMO**: -10.56 eV
**Net charge**: +1

```
77
C31H29AsCl2N2O6ReS5 | the Open Molecules 2025 dataset | the ωB97M-V functional and the def2-TZVPD basis
Re 0.25087 -0.33875 0.22308
S -2.60813 -1.56495 3.81349
As -1.04171 -2.45009 2.91746
S 0.62649 -1.05999 2.32705
S -0.45336 -2.32988 -0.44270
S -0.69601 -4.32955 2.30400
Cl 1.84328 1.86802 -5.34624
C 0.17100 2.08424 -5.78192
C -0.40929 3.29784 -5.44136
C -1.71894 3.57387 -5.78481
C -2.45487 2.61754 -6.46927
C -1.87703 1.40564 -6.78297
Cl -2.84128 0.22088 -7.61235
C -0.54306 1.08512 -6.46263
N -0.04798 -0.14783 -6.83916
C 0.96596 -0.92251 -6.21521
C 2.01292 -1.40603 -6.98635
C 2.99811 -2.19699 -6.41805
C 2.94919 -2.49282 -5.06607
C 1.89742 -2.02105 -4.29354
C 0.88868 -1.25262 -4.85695
C -0.29518 -0.72262 -4.07475
C -0.20152 -0.97022 -2.61508
O -0.52662 -2.13972 -2.15737
O 0.22052 -0.07899 -1.84304
H 0.19604 4.03075 -4.92652
H -2.15669 4.53157 -5.54086
H -3.48069 2.79932 -6.75710
H -0.61578 -0.63311 -7.51606
H 2.05165 -1.14139 -8.03485
H 3.81028 -2.56706 -7.02824
H 3.72222 -3.09664 -4.61119
H 1.86644 -2.28696 -3.24342
H -1.23027 -1.14390 -4.43944
H -0.35742 0.35845 -4.17342
C 2.29778 -0.57077 -0.16684
C 2.49034 0.88491 0.04427
C 2.40244 1.78716 -1.02844
C 2.46669 3.14345 -0.79296
C 2.62053 3.61907 0.50717
C 2.75287 2.73871 1.57154
C 2.69271 1.37684 1.34196
H 2.80195 -1.20724 0.55316
H 2.47507 -0.90699 -1.18545
H 2.26863 1.41330 -2.03526
H 2.39166 3.83919 -1.61737
H 2.65707 4.68526 0.68623
H 2.90064 3.11515 2.57407
H 2.79328 0.68154 2.16675
C -7.66718 3.63304 -3.36069
C -6.71748 2.56290 -2.90811
C -5.38717 2.56161 -3.32762
C -4.50663 1.58610 -2.89864
C -4.96304 0.59937 -2.03194
C -6.28122 0.57540 -1.59913
C -7.15053 1.55433 -2.04944
S -3.83262 -0.59968 -1.43380
O -2.95817 -0.98139 -2.50944
O -4.52436 -1.56884 -0.64725
N -2.81950 0.22379 -0.38400
C -3.47362 0.77833 0.81597
C -2.42744 1.37475 1.77599
C -1.38059 2.17514 1.03595
O -1.39539 3.34339 0.81520
O -0.32937 1.42445 0.53584
H -7.23892 4.23357 -4.16081
H -7.90925 4.29966 -2.53140
H -8.60253 3.20053 -3.71515
H -5.04235 3.32906 -4.00888
H -3.48539 1.57245 -3.26252
H -6.61389 -0.21035 -0.93541
H -8.18493 1.53362 -1.73108
H -2.40264 0.97661 -0.93291
H -3.98556 -0.04205 1.31774
H -4.21508 1.53217 0.53545
H -1.94166 0.57441 2.33416
H -2.93032 2.03286 2.48155
```

Here are the Mulliken charges for atoms 1 to 6, given in e: 1.403, -0.237, 0.493, -0.220, 0.011, -0.198

=====

Record 3
Entry from the Open Molecules 2025 dataset: a 31-piece molecular cluster, H62O31 overall in a non-equilibrium geometry (the ωB97M-V functional and the def2-TZVPD basis).

**ΔE to the lowest compared entry with this formula, charge and spin**: 18.3 kcal per mole
**E_HOMO**: -10.65 eV

```
93
H62O31 | the Open Molecules 2025 dataset | the ωB97M-V functional and the def2-TZVPD basis
O -9.11357 -14.34704 9.10866
H -8.67154 -14.47611 9.95394
H -10.02253 -14.44033 9.38434
O -12.80991 -10.26498 14.30890
H -13.16929 -10.30092 13.44272
H -12.95326 -9.33873 14.48248
O -9.32574 -6.13559 11.20259
H -8.65036 -6.21188 10.50116
H -9.08202 -5.33293 11.68794
O -11.20417 -9.92832 7.55916
H -10.49179 -10.15291 6.93834
H -11.19738 -8.92750 7.52914
O -9.07703 -7.76026 6.67565
H -9.88164 -7.28904 6.42249
H -8.80516 -8.19243 5.85662
O -12.05307 -7.19348 7.44352
H -12.28241 -6.41662 7.96224
H -12.91737 -7.58436 7.20672
O -16.51605 -12.30282 10.57846
H -16.48345 -11.95724 9.68371
H -17.35094 -11.99906 10.96880
O -12.77185 -10.60559 10.24385
H -12.67668 -11.36912 9.63609
H -12.22113 -9.92394 9.79963
O -9.90756 -10.61002 13.04795
H -10.44357 -10.41656 13.83255
H -9.14338 -9.98676 13.05088
O -12.65112 -16.56337 10.28819
H -11.88035 -17.03227 10.61628
H -12.84766 -15.92575 11.00428
O -14.81002 -9.93362 11.45762
H -13.97304 -10.06784 10.91989
H -15.30218 -10.77077 11.34577
O -7.65294 -6.43279 9.11304
H -7.72992 -7.31921 8.73939
H -7.78650 -5.85160 8.34556
O -8.40851 -9.13090 9.14694
H -8.41860 -10.07697 8.93962
H -9.35723 -8.83736 9.01224
O -15.32946 -14.59139 11.37022
H -15.39718 -15.37864 10.80742
H -16.00803 -13.92262 11.02984
O -13.69197 -10.29897 4.92764
H -14.45141 -10.49625 4.33073
H -14.02138 -10.01957 5.77409
O -14.60933 -9.57821 7.82252
H -14.86350 -8.75578 8.33474
H -13.94378 -10.01450 8.37330
O -11.14105 -13.78764 11.94143
H -11.83965 -13.74238 12.63738
H -10.70359 -14.64733 12.06393
O -7.93242 -11.76715 8.76540
H -8.54006 -12.52795 8.68286
H -7.45139 -11.92740 9.59508
O -9.17131 -15.51461 12.37446
H -9.02611 -16.26242 12.96267
H -8.50860 -14.79725 12.59260
O -8.05340 -8.67025 12.09405
H -8.30496 -7.75431 12.08597
H -8.04814 -8.90172 11.16018
O -11.31005 -10.68192 3.34469
H -12.06250 -10.69962 3.96192
H -11.23601 -9.72471 3.15369
O -15.07883 -6.45758 8.71868
H -14.47164 -6.45348 9.52114
H -15.69563 -5.75475 8.79536
O -10.99257 -8.31509 11.23603
H -10.33266 -7.61363 11.36887
H -10.74576 -8.98200 11.92987
O -9.30647 -10.52982 5.21785
H -8.81749 -11.36516 5.43856
H -9.89023 -10.70110 4.43736
O -8.52344 -12.91296 11.91945
H -8.29650 -11.96957 11.96586
H -9.46564 -12.79633 11.85732
O -16.92252 -11.26498 8.20615
H -17.35147 -10.55322 8.68445
H -16.23453 -10.78792 7.77130
O -13.34492 -14.28431 13.30952
H -13.80201 -14.35900 14.15035
H -14.02724 -14.32283 12.60606
O -13.83097 -7.00419 11.18644
H -14.27114 -7.74092 11.62318
H -12.87007 -7.10070 11.40245
O -15.03779 -8.17508 14.08689
H -15.44034 -8.73980 13.41199
H -15.41267 -8.37884 14.93920
O -12.09532 -13.16946 9.35378
H -11.99805 -13.42756 10.29559
H -12.49457 -13.94925 8.94143
O -17.09842 -8.71053 10.34090
H -16.70222 -7.85241 10.47081
H -16.34469 -9.28183 10.49964
```

Here are the Mulliken charges for atoms 1 to 6, given in e: -0.722, 0.315, 0.343, -0.666, 0.307, 0.330